one:
The following is a DFT calculation (the ωB97M-V functional and the def2-TZVPD basis) of C30H35IrNOS as an isolated structure.

```
! wB97M-V def2-TZVPD RIJCOSX def2/J DEFGRID3
* xyz 2 2
Ir -0.701 0.608 0.911
C -3.898 0.590 -0.931
C -3.020 1.092 0.170
C -2.295 2.315 0.050
C -1.586 2.848 1.122
C -0.914 4.179 1.002
C -1.565 2.116 2.354
C -2.303 0.930 2.524
C -2.436 0.300 3.872
C -2.965 0.387 1.384
H -4.934 0.665 -0.592
H -3.703 -0.459 -1.150
H -3.796 1.174 -1.839
H -2.313 2.847 -0.893
H -1.656 4.958 1.194
H -0.527 4.341 -0.003
H -0.116 4.303 1.732
H -1.019 2.520 3.198
H -3.378 0.648 4.303
H -1.627 0.597 4.537
H -2.474 -0.784 3.818
H -3.513 -0.540 1.482
S 1.612 -2.231 3.443
C 0.071 -2.922 3.204
C -0.758 -2.144 2.441
C -0.132 -0.930 2.065
C 1.162 -0.863 2.515
C 1.965 0.252 2.087
C 3.311 0.460 2.365
C 3.940 1.581 1.866
C 3.213 2.485 1.098
C 1.886 2.227 0.848
N 1.264 1.138 1.328
H -0.157 -3.880 3.645
H -1.762 -2.444 2.179
H 3.845 -0.259 2.969
H 4.987 1.755 2.072
H 3.667 3.380 0.700
H 1.289 2.907 0.265
C 0.440 2.324 -2.371
C 0.037 1.202 -3.315
C -1.476 1.002 -3.329
C 0.724 -0.117 -3.051
C 1.385 -0.698 -4.087
C 1.964 -1.975 -3.985
C 1.883 -2.697 -2.799
C 1.259 -2.182 -1.700
C 1.139 -3.015 -0.453
C -0.023 -4.005 -0.621
C 2.435 -3.748 -0.109
C 0.653 -0.848 -1.786
O 0.068 -0.375 -0.754
H -0.005 3.264 -2.702
H 1.522 2.454 -2.343
H 0.086 2.110 -1.364
H 0.341 1.502 -4.319
H -1.807 0.675 -2.345
H -1.770 0.244 -4.054
H -1.985 1.933 -3.589
H 1.449 -0.162 -5.024
H 2.462 -2.404 -4.843
H 2.320 -3.685 -2.744
H 0.890 -2.349 0.367
H 0.136 -4.645 -1.490
H -0.974 -3.485 -0.751
H -0.099 -4.643 0.260
H 2.664 -4.535 -0.828
H 2.336 -4.224 0.865
H 3.286 -3.066 -0.071
*
```

Calculated values
HOMO level (alpha / beta) = -13.97 / -14.00 eV

=====

two:
The following is a DFT calculation (the ωB97M-V functional and the def2-TZVPD basis) of C30H35IrNOS as an isolated structure.

```
! wB97M-V def2-TZVPD RIJCOSX def2/J DEFGRID3
* xyz 2 2
Ir 0.491 -0.479 0.108
C -3.187 -1.374 0.330
C -2.230 -0.715 1.265
C -1.384 0.371 0.810
C -0.871 1.285 1.819
C -0.410 2.647 1.395
C -0.899 0.914 3.131
C -1.556 -0.275 3.539
C -1.603 -0.607 4.992
C -2.219 -1.066 2.602
H -4.189 -1.017 0.592
H -3.194 -2.458 0.447
H -3.001 -1.120 -0.709
H -1.747 0.846 -0.102
H -1.287 3.300 1.334
H 0.039 2.647 0.403
H 0.280 3.090 2.111
H -0.485 1.564 3.893
H -2.074 -1.568 5.181
H -2.162 0.168 5.523
H -0.597 -0.607 5.415
H -2.802 -1.915 2.938
S -1.148 -4.548 -0.451
C -1.448 -3.678 -1.888
C -1.008 -2.385 -1.846
C -0.413 -2.095 -0.594
C -0.406 -3.171 0.259
C 0.218 -3.000 1.547
C 0.358 -3.950 2.553
C 1.031 -3.612 3.710
C 1.565 -2.333 3.848
C 1.389 -1.433 2.824
N 0.720 -1.749 1.702
H -1.940 -4.175 -2.710
H -1.109 -1.692 -2.667
H -0.049 -4.942 2.412
H 1.154 -4.343 4.498
H 2.114 -2.043 4.732
H 1.777 -0.424 2.880
C -1.751 3.064 -2.537
C -1.028 2.259 -3.625
C -1.697 0.901 -3.852
C 0.453 2.219 -3.346
C 1.317 2.986 -4.096
C 2.681 2.998 -3.839
C 3.230 2.226 -2.800
C 2.446 1.444 -2.001
C 3.094 0.641 -0.888
C 2.868 -0.860 -0.969
C 2.800 1.209 0.504
C 1.007 1.423 -2.259
O 0.187 0.714 -1.576
H -2.811 3.139 -2.780
H -1.351 4.074 -2.447
H -1.663 2.572 -1.567
H -1.122 2.818 -4.559
H -1.856 0.373 -2.913
H -1.113 0.266 -4.520
H -2.671 1.062 -4.315
H 0.929 3.588 -4.908
H 3.337 3.604 -4.450
H 4.301 2.257 -2.646
H 4.169 0.762 -1.045
H 1.823 -1.249 -0.835
H 3.458 -1.390 -0.223
H 3.093 -1.254 -1.960
H 1.737 1.134 0.812
H 3.027 2.273 0.551
H 3.387 0.690 1.262
*
```

Calculated values
HOMO level (alpha / beta) = -13.89 / -13.89 eV

=====

Stability check: which of them is least stable? two.

=====

one:
The following is a DFT calculation (the ωB97M-V functional and the def2-TZVPD basis) of one molecule with the formula C3H6P2.

```
! wB97M-V def2-TZVPD RIJCOSX def2/J DEFGRID3
* xyz 0 1
C -1.664 0.046 0.825
C -0.289 0.064 0.054
P 1.353 0.537 0.765
P 0.866 -1.348 -0.114
C 1.942 0.013 -0.877
H -1.618 0.544 1.919
H -2.013 -1.058 0.968
H -2.420 0.546 0.227
H -0.454 0.560 -1.001
H 1.315 0.455 -1.760
H 2.984 -0.358 -1.007
*
```

Calculated values
HOMO level = -8.86 eV

=====

two:
The following is a DFT calculation (the ωB97M-V functional and the def2-TZVPD basis) of C3H6P2 as an isolated structure.

```
! wB97M-V def2-TZVPD RIJCOSX def2/J DEFGRID3
* xyz 0 1
C -0.142 -1.133 -0.148
C -1.562 -0.696 -0.069
C -1.041 0.648 -0.158
P 1.453 -1.217 -0.157
P 2.343 0.819 -0.138
H -2.236 -1.187 -0.985
H -2.061 -0.915 0.874
H -1.264 1.286 0.651
H -0.749 1.174 -1.114
H 3.571 0.175 0.216
H 1.688 1.045 1.028
*
```

Calculated values
HOMO level = -7.77 eV

=====

Stability check: which of them is least stable? two.

=====

one:
The following is a DFT calculation (the ωB97M-V functional and the def2-TZVPD basis) of a 4-piece molecular cluster, C3H14N2O3 overall.

```
! wB97M-V def2-TZVPD RIJCOSX def2/J DEFGRID3
* xyz 0 1
C 0.704 -1.900 0.171
N -1.925 -0.209 -0.772
C -2.426 1.078 -0.659
O -2.067 1.638 0.735
C 1.123 -1.096 -0.987
N 2.569 -0.790 -0.980
H 1.010 -1.289 1.036
H -0.460 -1.908 -0.027
H 1.144 -2.891 0.198
H -1.898 1.799 -1.313
H -3.565 1.272 -0.582
H -1.789 0.798 1.121
H 0.797 -1.492 -1.968
H 0.691 -0.043 -1.073
H 2.567 -0.538 -1.984
H 2.590 0.124 -0.327
H -0.812 1.709 2.524
H -2.398 -0.662 -1.568
O 1.777 0.872 0.850
H 2.214 1.715 0.668
H 0.409 0.855 2.095
O -0.255 0.957 2.843
*
```

Calculated values
HOMO level = -8.46 eV

=====

two:
The following is a DFT calculation (the ωB97M-V functional and the def2-TZVPD basis) of a 4-piece molecular cluster, C3H14N2O3 overall.

```
! wB97M-V def2-TZVPD RIJCOSX def2/J DEFGRID3
* xyz 0 1
C -1.774 -0.775 1.548
C -0.597 0.135 1.286
N -0.746 0.730 -0.079
C 0.154 1.587 -0.382
N 1.199 2.040 0.381
H -1.743 -1.104 2.596
H -2.739 -0.296 1.403
H -1.759 -1.581 0.810
H -0.659 0.898 2.075
H 0.387 -0.341 1.356
H 0.154 2.055 -1.373
H 1.412 1.400 1.130
H 1.997 2.318 -0.169
O 1.160 -1.027 -1.805
H 0.714 -1.408 -2.564
H 0.416 -0.485 -1.501
O 2.638 -0.939 0.855
H 2.052 -1.214 0.131
H 3.513 -0.991 0.476
O -1.760 -0.344 -2.428
H -2.481 -0.872 -2.095
H -1.538 0.215 -1.652
*
```

Calculated values
HOMO level = -9.82 eV

=====

three:
The following is a DFT calculation (the ωB97M-V functional and the def2-TZVPD basis) of a 4-piece molecular cluster, C3H14N2O3 overall.

```
! wB97M-V def2-TZVPD RIJCOSX def2/J DEFGRID3
* xyz 0 1
C 0.751 -1.950 -1.229
C 0.051 -0.876 -0.394
N 0.853 -0.122 0.508
C -1.273 -0.770 -0.398
N -1.960 0.199 0.353
H 0.361 -1.837 -2.242
H 1.807 -1.697 -1.323
H 0.660 -2.954 -0.820
H 1.777 -0.524 0.557
H 0.998 0.844 0.184
H -1.860 -1.417 -1.029
H -1.642 0.386 1.291
H -2.952 0.070 0.304
O -0.352 2.644 -0.643
H -0.821 1.969 -0.130
H -1.022 3.059 -1.192
O -1.045 -1.002 2.837
H -1.110 -1.955 2.965
H -0.243 -0.897 2.294
O 2.392 1.982 -0.391
H 2.585 1.998 -1.333
H 2.044 2.851 -0.168
*
```

Calculated values
HOMO level = -7.36 eV

=====

Stability check: which of them is least stable? one.

=====

one:
The following is a DFT calculation (the ωB97M-V functional and the def2-TZVPD basis) of a 2-piece molecular cluster, C2H3BrO overall.

```
! wB97M-V def2-TZVPD RIJCOSX def2/J DEFGRID3
* xyz 0 1
C -0.907 -0.439 -0.386
C 0.012 0.040 0.654
O -0.696 -1.310 -1.219
Br -0.585 1.268 1.779
H -1.984 0.098 -0.451
H 0.977 -0.514 1.007
H 0.394 1.158 -0.672
*
```

Calculated values
HOMO level = -9.74 eV

=====

two:
The following is a DFT calculation (the ωB97M-V functional and the def2-TZVPD basis) of C2H3BrO as an isolated structure.

```
! wB97M-V def2-TZVPD RIJCOSX def2/J DEFGRID3
* xyz 0 1
C -0.567 0.018 -0.528
C 0.503 0.043 0.528
O -0.142 -1.161 0.151
Br 2.272 0.365 0.030
H -1.531 0.422 -0.271
H -0.581 -0.028 -1.676
H 0.047 0.342 1.766
*
```

Calculated values
HOMO level = -10.12 eV

=====

Stability check: which of them is least stable? one.